Formula: C12H16N2O
Source: the OMol25 dataset
Level of theory: ωB97M-V with the def2-TZVPD basis set

The geometry in XYZ format:
```
31
Properties=species:S:1:pos:R:3:forces:R:3
C -4.50437 0.77081 0.46244 -1.42 -1.67 1.83
C -3.46902 -0.35412 0.97706 -3.52 -0.68 -1.11
C -2.85233 -1.22971 -0.07278 0.90 0.86 -2.96
C -0.36061 -0.51995 -0.40441 -1.91 3.69 1.05
C 1.61940 0.49223 -0.15201 1.28 5.87 0.26
C 2.37409 1.81569 -0.11854 -1.32 0.89 1.66
C 3.72336 1.87955 0.20017 -1.08 -2.66 -1.44
C 4.34564 0.57986 0.39689 1.59 0.56 0.58
C 3.73396 -0.63557 0.31013 -1.95 -0.99 0.89
C 2.31694 -0.65018 0.06148 0.67 -2.12 -1.97
C 1.65398 -2.00875 -0.41558 1.90 0.98 6.13
C 0.14373 -1.87408 0.03578 1.91 -3.12 -1.73
H -4.77050 2.45722 -0.61508 2.25 -2.19 0.64
H -5.45125 0.19301 0.17003 1.27 0.86 -0.66
H -4.87407 1.23745 1.40235 0.46 0.10 -0.38
H -2.73430 0.18536 1.49532 1.22 0.19 1.11
H -4.03819 -1.16922 1.60557 0.65 2.26 -0.51
H -3.50459 -1.64605 -0.93487 0.49 1.25 1.39
H -2.53716 -2.13285 0.37248 1.03 -0.87 0.60
H -1.94507 0.49548 -1.12068 0.26 -2.27 1.35
H 1.77870 2.89217 -0.06727 1.25 -3.20 -0.75
H 4.27042 2.79152 -0.00668 0.18 -0.07 0.76
H 5.37798 0.47849 0.72536 0.14 0.65 -0.24
H 4.17224 -1.67561 0.62622 -0.34 2.36 -0.88
H 2.22324 -2.72270 0.40559 -1.64 0.95 -2.45
H 2.04709 -2.21232 -1.38282 -0.62 -0.38 -1.01
H 0.19116 -2.09533 1.15679 -0.55 0.77 -1.51
H -0.32913 -2.82535 -0.53066 0.11 2.52 1.48
N -1.69732 -0.47144 -0.68848 -0.64 1.52 -1.44
N 0.24829 0.75676 -0.38581 -0.51 -6.89 -0.35
O -4.01024 1.76960 -0.43317 -2.07 0.81 -0.31
```
Forces are in eV/Å.

The highest occupied orbital energy is -7.197 eV. The calculation puts the HOMO-LUMO gap at 7.81 eV. For the total energy, the calculation gives -651.45881 Eh. For the lowest unoccupied orbital energy, the calculation gives 0.6 eV. Its energy above the lowest of the compared OMol25 structures with the same formula, charge and spin is 485.1 kJ/mol.

Atom charges from the natural (NBO) analysis, given in e for atoms 1 to 4:
1 C -0.063
2 C -0.421
3 C -0.219
4 C 0.455